Molecular formula: C5H6N2
Method: DFT, wB97M-V/def2-TZVPD

Last column: Löwdin charge in e.
Geometry (Å):
C: 0.50515 0.29662 -2.24301  -0.26
C: 0.92000 -1.07537 2.75882  -0.30
C: -1.02364 1.09125 -3.77265  -0.02
C: 1.09812 0.00596 -1.23274  0.12
C: -0.27571 -0.55849 3.36585  -0.07
N: 0.00659 0.44091 -3.45261  -0.01
N: 1.86735 -1.47341 2.25718  0.13
H: -1.29734 1.12053 -4.81819  0.07
H: -1.66165 1.64429 -3.08069  0.08
H: 1.59489 -0.20174 -0.33388  -0.01
H: -0.65809 -1.29107 4.07560  0.09
H: -1.02218 -0.37467 2.59439  0.09
H: -0.05349 0.37519 3.88195  0.09

Atomic forces in eV per Å
0.583 -0.377 1.306
0.244 -0.019 -0.197
-0.268 0.275 0.070
-0.600 0.423 -0.804
-0.470 0.156 0.271
-0.078 -0.071 -1.151
0.416 -0.168 -0.224
-0.049 -0.031 -0.158
0.104 -0.063 0.179
0.315 -0.188 0.606
-0.089 0.105 0.025
-0.039 0.009 0.061
-0.069 -0.051 0.018

Frontier orbital gap ... 9.571 eV
Charge ... 0
HOMO ... -9.11 eV
DFT total energy ... -8259.056 eV
Relative energy (zero: lowest compared OMol25 entry of this formula, charge and spin) ... 318.64 kJ/mol

Molecular formula: C24H27ClN4O5
Method: DFT, wB97M-V/def2-TZVPD

Last column: Löwdin charge in e.
Geometry (Å):
C: 3.67743 2.94353 1.10351  -0.10
H: 4.11961 2.04081 1.51783  0.08
O: 2.36929 2.60753 0.72370  -0.20
C: 1.64036 3.70586 0.22716  -0.24
C: 0.18819 3.29616 0.01554  -0.14
H: -0.37014 4.16198 -0.34632  0.12
H: 0.12252 2.51031 -0.73652  0.10
C: -0.42139 2.78740 1.32350  -0.16
N: -1.82025 2.45479 1.17592  0.09
C: -2.26620 1.21019 0.94914  -0.47
O: -1.53274 0.23313 0.92100  0.04
C: -3.76369 1.09468 0.72715  -0.05
C: -4.04066 0.90765 -0.77372  -0.10
N: -3.29429 -0.23821 -1.26241  0.08
C: -2.00974 0.00974 -1.69720  -0.44
O: -1.60608 1.14678 -1.86129  0.07
N: -1.22170 -1.08146 -1.96382  0.06
C: -1.66061 -2.38227 -1.79486  -0.12
C: -0.82995 -3.48180 -2.02656  0.01
C: -1.31972 -4.76257 -1.87096  -0.05
C: -2.63464 -4.98810 -1.48009  -0.07
C: -3.45696 -3.91299 -1.23208  0.00
C: -2.98130 -2.61036 -1.38747  -0.06
C: -3.85977 -1.49094 -1.06665  -0.36
O: -4.99544 -1.59845 -0.65367  0.10
H: -4.47981 -4.03904 -0.91178  0.12
H: -3.00181 -5.99574 -1.36401  0.10
H: -0.66305 -5.59970 -2.05383  0.11
H: 0.19974 -3.34845 -2.31110  0.10
C: 0.12493 -0.81577 -2.42895  -0.02
H: 0.17944 0.25588 -2.64289  0.13
H: 0.32127 -1.37502 -3.34754  0.14
C: 1.21177 -1.17009 -1.39979  -0.45
O: 2.10858 -1.93639 -1.68608  0.06
N: 1.05932 -0.53693 -0.22030  0.18
C: 1.89991 -0.65529 0.90120  -0.17
C: 1.27532 -0.83821 2.13228  -0.04
C: 2.03268 -0.94976 3.28077  -0.67
C: 3.41505 -0.89294 3.22380  -0.11
C: 4.01989 -0.68327 1.99924  -0.05
C: 3.29164 -0.53961 0.82300  -0.21
C: 3.99527 -0.21263 -0.45305  -0.04
H: 3.98037 -1.06796 -1.12748  0.07
H: 3.48737 0.60981 -0.95366  0.08
H: 5.02792 0.06691 -0.26029  0.08
H: 5.09749 -0.61381 1.95528  0.11
H: 4.00312 -0.99349 4.12209  0.10
Cl: 1.24222 -1.16498 4.80472  0.67
H: 0.19804 -0.88671 2.17630  0.10
H: 0.14891 -0.13365 -0.00283  0.11
H: -3.72342 1.78359 -1.34224  0.13
H: -5.10131 0.70720 -0.93453  0.13
H: -4.29288 1.97380 1.09266  0.12
H: -4.12602 0.20950 1.25311  0.13
H: -2.45874 3.22626 1.06214  0.15
H: -0.32818 3.54839 2.10395  0.13
H: 0.10912 1.88864 1.64240  0.11
H: 2.07832 4.05650 -0.72106  0.13
H: 1.68952 4.53906 0.94825  0.12
H: 4.26802 3.28649 0.24444  0.09
H: 3.67785 3.73402 1.86498  0.09

Atomic forces in eV per Å
0.097 0.050 0.018
0.098 0.047 0.015
-0.325 -0.096 -0.053
-0.160 0.164 -0.146
0.392 -0.117 0.333
-0.018 0.019 -0.067
-0.038 0.014 -0.069
0.294 0.004 -0.238
-0.018 0.322 0.065
-0.606 0.479 0.305
0.262 -0.420 0.095
0.134 -0.192 -0.269
-0.248 0.268 0.076
-0.241 0.057 -0.113
0.095 -0.031 -0.340
-0.030 0.188 0.038
0.163 0.294 -0.003
-0.523 -0.517 0.151
0.089 0.098 -0.050
-0.115 0.061 0.025
-0.015 -0.069 0.008
0.076 0.210 -0.039
0.239 -0.345 -0.014
0.031 0.019 -0.088
-0.037 -0.038 0.083
-0.076 -0.009 0.029
-0.038 -0.083 0.017
0.076 -0.055 -0.018
0.135 0.064 -0.040
0.320 0.042 -0.202
0.002 -0.257 0.000
0.036 0.020 0.189
-0.379 -0.061 -0.458
0.111 -0.141 -0.060
-0.202 0.350 0.242
0.356 -0.207 0.405
0.017 -0.037 -0.004
0.172 0.076 -0.237
-0.092 0.002 0.084
-0.117 -0.057 0.006
-0.059 -0.021 -0.044
0.060 -0.161 -0.088
0.078 0.095 -0.006
-0.013 0.121 -0.106
0.063 0.105 0.036
0.103 0.024 -0.033
0.033 -0.010 0.097
-0.114 -0.038 0.206
-0.091 -0.042 0.026
0.011 0.023 -0.140
-0.113 -0.157 0.066
0.180 0.075 0.015
-0.024 0.003 0.029
0.046 0.092 0.047
-0.074 -0.176 0.051
0.047 -0.093 0.011
-0.073 0.131 0.089
-0.023 0.003 0.117
0.028 -0.039 -0.058
0.009 -0.018 0.018
0.013 -0.032 -0.010

Frontier orbital gap ... 8.858 eV
Charge ... 0
HOMO ... -8.48 eV
DFT total energy ... -54049.974 eV
Relative energy (zero: lowest compared OMol25 entry of this formula, charge and spin) ... 0.00 kJ/mol

Molecular formula: C4H13NOS
Method: DFT, wB97M-V/def2-TZVPD

Last column: Mulliken spin population.
Geometry (Å):
C: 0.75770 -0.40250 1.36172  0.40
N: 0.23022 -1.01200 0.10836  -0.11
C: -1.21266 -1.21697 0.08023  0.54
C: -2.08378 -0.04490 0.18617  0.01
S: -2.19151 1.18350 -1.11485  0.84
C: 1.60385 0.97767 1.33113  0.06
H: 1.50296 -1.05844 1.78760  0.05
H: -0.11819 -0.20507 1.97591  -0.31
H: 0.52286 -0.49238 -0.73527  0.05
H: -1.31251 -1.98362 -0.75011  0.01
H: -1.25051 -1.99207 0.88133  -0.16
H: -1.77222 0.59690 1.05824  0.09
H: -3.06719 -0.27918 0.55388  -0.33
H: -1.82695 0.32955 -2.08516  -0.02
H: 0.91276 1.82012 1.30954  -0.03
H: 2.10290 1.33983 0.38337  0.01
H: 2.38892 1.11756 2.10358  -0.04
H: 0.95766 0.97596 -2.78560  0.05
H: 2.31740 0.07924 -2.57058  -0.02
O: 1.53828 0.26679 -3.07947  -0.09

Atomic forces in eV per Å
1.179 1.445 -1.033
1.520 1.694 -0.823
2.121 -3.586 -0.276
-0.596 1.494 2.095
0.430 -0.007 -0.743
-0.585 0.646 -1.766
-0.385 -0.733 0.500
0.339 -0.226 0.628
-0.061 -0.279 0.763
-0.626 1.498 0.140
-1.195 1.009 0.277
0.156 -0.589 -0.524
-0.803 -0.508 -0.344
-0.138 -0.027 -0.139
-0.376 0.086 0.977
-0.042 -1.535 0.348
-0.847 -0.425 -0.132
0.566 0.037 0.647
0.083 0.580 0.807
-0.740 -0.574 -1.400

Frontier orbital gap (spin up / spin down) ... 1.983 / 8.726 eV
Charge ... -1
HOMO (spin up / spin down) ... 1.19 / -5.48 eV
DFT total energy ... -18728.743 eV
Multiplicity ... 2
Relative energy (zero: lowest compared OMol25 entry of this formula, charge and spin) ... 197.30 kJ/mol

Molecular formula: C4H6BrIO
Method: DFT, wB97M-V/def2-TZVPD

Last column: Löwdin charge in e.
Geometry (Å):
C: -1.90050 -0.32190 0.83598  -0.91
C: 1.42015 0.58376 -0.98944  -0.10
C: 0.62055 0.22786 0.30719  -0.34
C: -0.56031 -0.75792 0.04880  -0.58
O: -2.54100 -1.04769 1.43835  -0.02
Br: -0.19667 -2.56448 0.91467  0.66
I: -2.59768 1.69855 0.61042  0.82
H: 0.71569 0.78049 -1.82761  0.08
H: 1.93932 -0.32151 -1.16757  0.06
H: 2.00444 1.49551 -0.77812  0.08
H: 1.38485 -0.18960 0.92765  0.07
H: 0.26076 1.22873 0.73886  0.07
H: -0.54961 -0.81180 -1.05917  0.10

Atomic forces in eV per Å
2.629 1.265 -3.336
-2.150 0.621 0.698
-0.478 1.972 -0.454
0.750 0.562 1.548
-2.108 -2.083 2.162
0.208 0.961 -1.104
0.170 0.360 -0.204
0.549 0.030 0.401
1.227 -0.433 -0.798
0.148 -0.749 -0.377
-0.057 -0.289 0.975
0.261 -1.664 -0.270
-1.149 -0.553 0.757

Frontier orbital gap ... 9.982 eV
Charge ... 0
HOMO ... -9.89 eV
DFT total energy ... -84434.914 eV
Relative energy (zero: lowest compared OMol25 entry of this formula, charge and spin) ... 0.00 kJ/mol

Molecular formula: C26H27N4O3PPd
Method: DFT, wB97M-V/def2-TZVPD

Last column: Mulliken spin population.
Geometry (Å):
Pd: -1.12435 -0.50456 0.13816  -0.04
O: -3.60598 0.94206 -2.25666  0.02
N: -3.18370 1.77747 -1.16932  0.34
C: -1.87570 1.80160 -1.14231  0.05
C: -1.14926 2.72895 -0.34821  0.17
C: -1.72377 3.98128 0.02021  -0.01
C: -0.99559 4.95754 0.64106  0.04
C: 0.37117 4.75650 0.96879  0.13
C: 0.92754 3.51921 0.72108  -0.08
C: 0.20017 2.47081 0.13960  0.20
P: 0.75377 0.77532 0.16940  0.08
C: 1.80093 0.64204 1.67157  -0.01
C: 1.34978 1.22258 2.85785  0.01
C: 2.02339 1.01961 4.05296  0.00
C: 3.15838 0.21922 4.09037  0.00
C: 3.60700 -0.37712 2.92142  0.00
C: 2.93256 -0.17027 1.72447  0.00
C: 1.99536 0.57907 -1.17479  0.00
C: 1.72925 -0.27180 -2.24006  0.00
C: 2.62583 -0.38196 -3.29963  0.00
C: 3.79661 0.35800 -3.30231  0.01
C: 4.06937 1.21831 -2.24256  0.00
C: 3.17409 1.32909 -1.19151  0.00
H: -4.52250 0.76812 -2.02544  0.00
H: -1.33250 1.16447 -1.84614  -0.01
H: -2.75298 4.16439 -0.26378  0.02
H: -1.46549 5.91090 0.86014  0.01
H: 0.94981 5.53894 1.44305  0.02
H: 1.94613 3.33165 1.04858  0.02
H: 0.46660 1.85129 2.83232  0.01
H: 1.65911 1.48779 4.95949  0.00
H: 3.68378 0.05796 5.02360  0.00
H: 4.48588 -1.01074 2.93752  0.00
H: 3.29125 -0.65012 0.82198  0.00
H: 0.80821 -0.84302 -2.23895  0.01
H: 2.40306 -1.05052 -4.12269  0.00
H: 4.49462 0.27296 -4.12660  0.00
H: 4.97947 1.80649 -2.24213  0.00
H: 3.38797 2.00552 -0.37195  0.00
O: -1.42320 -3.05180 1.73666  0.00
N: -2.17041 -1.95717 1.56059  0.00
C: -1.72994 -0.73743 2.07695  0.01
C: -2.71894 0.27684 2.27841  0.01
C: -4.00004 0.09702 1.85269  -0.01
C: -4.37641 -1.12107 1.23098  0.01
C: -3.44947 -2.10527 1.08554  -0.01
H: -0.84150 -0.82286 2.68983  0.00
H: -2.40666 1.19192 2.76275  0.00
H: -4.72698 0.88909 1.96928  0.00
H: -5.36998 -1.26332 0.83181  0.00
H: -3.61218 -3.06222 0.61302  0.00
C: -0.35552 -5.13453 -3.23699  0.00
N: -0.40416 -3.70356 -3.04290  0.00
C: -0.79718 -3.10585 -1.85359  0.01
N: -0.78575 -3.87839 -0.75829  0.00
O: -1.12248 -1.91602 -1.87846  0.00
H: -0.16571 -5.33782 -4.28912  0.00
H: -1.28780 -5.63430 -2.95198  0.00
H: 0.46424 -5.58265 -2.67023  0.00
H: -0.65292 -3.13376 -3.83376  0.00
H: -0.40610 -4.80553 -0.80997  0.00
H: -1.00017 -3.50033 0.19817  0.00

Atomic forces in eV per Å
0.421 -0.631 -0.338
0.006 -0.025 -0.001
-0.280 0.081 0.013
0.121 0.000 -0.249
0.314 0.255 0.350
0.040 -0.136 -0.054
-0.004 0.099 0.042
-0.032 -0.124 -0.055
0.000 0.082 0.015
-0.248 0.089 -0.132
-0.107 0.304 -0.010
0.044 -0.086 -0.024
-0.018 0.022 0.048
0.003 -0.012 -0.013
-0.024 0.017 -0.007
-0.006 -0.003 -0.051
0.025 0.004 0.031
0.112 0.139 0.105
-0.011 -0.060 -0.047
-0.040 -0.002 0.039
0.008 0.023 0.021
-0.006 -0.004 0.002
0.013 -0.024 -0.043
0.041 0.023 0.003
-0.010 -0.084 0.063
0.000 -0.010 -0.001
0.008 -0.004 0.005
0.011 0.000 0.002
0.000 0.009 0.001
0.003 -0.004 -0.004
-0.004 0.001 0.001
0.001 0.001 0.002
0.000 0.001 0.002
-0.003 0.000 -0.009
-0.012 -0.008 -0.003
-0.003 -0.002 0.000
0.003 0.001 0.001
-0.001 0.000 0.004
0.005 0.001 -0.010
-0.016 0.038 -0.127
0.004 0.148 0.008
-0.077 -0.164 0.145
0.039 -0.079 -0.034
-0.116 -0.069 -0.047
0.045 0.130 -0.015
-0.031 0.073 0.138
-0.068 -0.020 0.109
0.001 0.028 -0.038
0.016 0.008 -0.004
-0.007 -0.017 0.013
-0.084 -0.023 0.097
-0.022 0.035 0.004
-0.013 0.023 0.080
0.079 0.011 -0.254
-0.048 -0.032 0.160
-0.148 -0.017 0.116
0.006 -0.008 0.002
0.001 -0.009 0.000
0.010 -0.001 -0.004
0.008 0.002 0.001
-0.008 -0.010 -0.013
0.057 0.018 -0.038

Frontier orbital gap (spin up / spin down) ... 3.767 / 6.338 eV
Charge ... -1
HOMO (spin up / spin down) ... -1.19 / -3.76 eV
DFT total energy ... -52269.574 eV
Multiplicity ... 2
Relative energy (zero: lowest compared OMol25 entry of this formula, charge and spin) ... 6.58 kJ/mol

Molecular formula: C3H2F4OS
Method: DFT, wB97M-V/def2-TZVPD

Last column: Löwdin charge in e.
Geometry (Å):
C: -0.38240 0.44884 2.94755  -0.82
C: -0.06383 0.36850 -1.85333  -0.32
C: 0.29292 -0.97801 -1.20703  -0.25
O: 0.27204 1.16163 3.70304  0.13
F: -0.32309 1.36954 -0.99115  0.09
F: 0.94707 0.81357 -2.64347  0.07
F: 1.25863 -0.99977 -0.30663  0.12
F: 0.24424 -2.01169 -2.00442  0.15
S: -0.41634 -1.21603 2.79119  0.65
H: -1.01396 0.76211 2.11204  0.06
H: -0.81529 0.28132 -2.54779  0.13

Atomic forces in eV per Å
-0.737 -0.695 -1.931
1.895 -0.400 0.616
-1.018 1.775 0.755
-0.006 -0.351 0.319
-0.076 -0.455 0.621
1.279 0.191 -0.155
0.057 -0.146 -0.510
0.374 -0.314 -0.246
0.751 -0.667 1.165
-0.012 1.720 0.412
-2.506 -0.660 -1.046

Frontier orbital gap (spin up / spin down) ... 5.205 / 9.122 eV
Charge ... 0
HOMO (spin up / spin down) ... -9.12 / -9.50 eV
DFT total energy ... -26890.920 eV
Relative energy (zero: lowest compared OMol25 entry of this formula, charge and spin) ... 49.14 kJ/mol

Molecular formula: C3HFNiO2
Method: DFT, wB97M-V/def2-TZVPD

Last column: Mulliken spin population.
Geometry (Å):
F: -1.41802 1.24479 0.27021  0.03
O: -0.28518 -0.63502 0.79431  0.01
O: 1.05132 -0.11257 -0.92628  0.04
C: -1.44665 -0.17959 0.13426  -0.03
C: -2.32761 -0.91041 -0.49960  0.93
C: 0.92056 -0.42816 0.28665  0.10
H: -3.09086 -0.26400 -0.96547  0.05
Ni: 2.59305 0.44039 0.06778  0.86

Atomic forces in eV per Å
-0.854 -2.817 -0.561
-2.176 -0.142 0.359
-1.115 -0.304 -0.049
3.046 0.862 0.800
-0.386 3.117 0.186
1.182 0.797 -1.085
-0.324 -1.421 -0.248
0.628 -0.091 0.598

Frontier orbital gap (spin up / spin down) ... 7.385 / 6.564 eV
Charge ... 0
HOMO (spin up / spin down) ... -8.24 / -8.63 eV
DFT total energy ... -50975.708 eV
Multiplicity ... 3

Molecular formula: C7H12
Method: DFT, wB97M-V/def2-TZVPD

Last column: Löwdin charge in e.
Geometry (Å):
C: -0.99655 -0.34169 2.32422  -0.11
C: -1.00068 -1.52656 1.34922  -0.28
C: 0.28918 -1.72348 0.48179  -0.19
C: 0.76485 -0.37448 -0.05993  -0.12
C: 0.05334 0.50890 -0.77832  -0.13
C: 0.83873 1.57877 -1.39428  -0.21
C: 0.44112 2.18529 -2.53126  0.00
H: -0.45763 0.53581 1.91763  0.07
H: -0.33261 -0.48020 3.19146  0.07
H: -2.01723 -0.30828 2.67010  0.06
H: -1.89683 -1.49552 0.69763  0.10
H: -1.10946 -2.48199 1.87804  0.10
H: 0.20318 -2.50890 -0.29210  0.11
H: 0.91689 -2.13046 1.30846  0.11
H: 1.79520 -0.03895 0.11015  0.11
H: -0.96555 0.48103 -1.13296  0.11
H: 1.66724 2.02753 -0.83026  0.11
H: -0.47072 1.82346 -2.99045  0.05
H: 1.03862 2.91168 -3.05864  0.04

Atomic forces in eV per Å
1.585 -0.685 -0.019
-0.256 -0.840 -1.174
-0.210 0.823 1.762
-0.377 -0.531 -0.183
1.528 -0.270 -0.179
-0.725 2.039 -0.512
0.317 -0.999 0.796
-1.476 0.005 -0.276
-0.353 -0.743 0.058
-0.180 1.101 0.221
0.359 0.357 0.244
-0.177 0.250 0.205
-0.153 0.509 0.335
0.618 0.407 -1.127
-0.228 -0.512 0.068
-0.281 -0.611 0.284
0.062 -0.649 -0.344
0.008 0.124 -0.279
-0.060 0.226 0.121

Frontier orbital gap ... 9.659 eV
Charge ... 0
HOMO ... -8.54 eV
DFT total energy ... -7451.608 eV
Relative energy (zero: lowest compared OMol25 entry of this formula, charge and spin) ... 175.95 kJ/mol